12
Properties=species:S:1:pos:R:3 method="wB97M-V/def2-TZVPD" lumo_ev="-6.328 / -6.328" multiplicity=1 homo_energy_ev="-13.99 / -13.99" total_charge=+1 fmax_ev_per_a=4.375 orbital_gap_ev="7.658 / 7.660"
C 1.1518 0.9408 -0.0714
C -0.1657 0.6315 0.0227
N -1.3251 1.1848 -0.0308
N -0.2514 -1.5972 0.4012
O 3.5671 0.1437 -0.1614
O -1.4223 -1.9632 -0.1637
S 2.2401 -0.3688 -0.0267
H 1.5417 1.9477 -0.1876
H -1.4564 2.1881 -0.1612
H -2.1670 0.6236 0.0632
H -0.4584 -1.4961 1.3996
H -1.2545 -2.2349 -1.0839


80
Properties=species:S:1:pos:R:3 method="wB97M-V/def2-TZVPD" lumo_ev="-0.435 / -0.672" multiplicity=3 homo_energy_ev="-5.53 / -8.25" s2=2.03 fmax_ev_per_a=0.757 orbital_gap_ev="5.094 / 7.577"
Ti 0.3008 -0.2099 -0.2458
O 2.4149 3.0451 2.2583
C 2.3714 2.4071 3.4422
C 2.8191 3.1157 4.5592
C 2.8042 2.5290 5.8059
C 2.3441 1.2225 5.9714
C 1.9061 0.5189 4.8705
C 1.9120 1.0893 3.5927
C 1.4204 0.3099 2.4344
O 1.4054 0.8577 1.2521
N 1.0379 -0.9246 2.6559
N 0.6725 -1.4950 1.4683
C 0.5980 -2.7700 1.3670
C 0.3882 -3.2876 0.0160
C 0.2975 -4.6401 -0.2784
C 0.1535 -5.0125 -1.6066
C 0.1023 -4.0287 -2.5823
C 0.1852 -2.6980 -2.2005
N 0.3319 -2.3346 -0.9325
H 2.0890 2.4265 1.5765
H 3.1731 4.1276 4.4153
H 3.1552 3.0908 6.6623
H 2.3313 0.7657 6.9512
H 1.5449 -0.4954 4.9641
H 0.7935 -3.4198 2.2151
H 0.3406 -5.3724 0.5155
H 0.0803 -6.0578 -1.8752
H -0.0134 -4.2813 -3.6264
H 0.1227 -1.8989 -2.9283
O 2.9996 -0.9728 -0.8628
N 1.9882 -0.1326 -1.4357
C 2.2790 0.0653 -2.7258
C 1.5106 0.7940 -3.6807
C 1.9247 0.6757 -5.0332
C 1.2906 1.3355 -6.0520
C 0.2027 2.1753 -5.7787
C -0.2123 2.3245 -4.4719
C 0.4017 1.6450 -3.4169
P -0.0483 2.0146 -1.7058
C -1.7929 2.5375 -1.7007
C -2.2270 3.4323 -0.7219
C -3.5740 3.7214 -0.5793
C -4.5061 3.1086 -1.4049
C -4.0865 2.2010 -2.3653
C -2.7381 1.9142 -2.5127
C 0.8933 3.5480 -1.4151
C 0.4600 4.8254 -1.7571
C 1.3033 5.9122 -1.5912
C 2.5879 5.7353 -1.0941
C 3.0331 4.4640 -0.7662
C 2.1879 3.3762 -0.9258
H 3.2953 -0.4739 -0.0902
H 3.1766 -0.4244 -3.0854
H 2.7723 0.0360 -5.2502
H 1.6389 1.2114 -7.0696
H -0.2955 2.7109 -6.5752
H -1.0348 2.9955 -4.2559
H -1.5049 3.8977 -0.0609
H -3.8970 4.4192 0.1831
H -5.5600 3.3278 -1.2904
H -4.8124 1.6930 -2.9860
H -2.4193 1.1755 -3.2356
H -0.5332 4.9764 -2.1598
H 0.9563 6.9028 -1.8568
H 3.2386 6.5902 -0.9642
H 4.0300 4.3178 -0.3722
H 2.5286 2.3766 -0.6803
O -3.6767 -0.9504 -1.1087
C -2.6286 -0.5136 -0.6792
O -1.4617 -0.6160 -1.2230
C -2.6276 0.2847 0.6089
C -3.8194 0.6109 1.2317
C -3.7819 1.4271 2.3484
C -2.5527 1.8941 2.7872
C -1.4088 1.5040 2.1124
N -1.4333 0.6999 1.0485
H -4.7377 0.2294 0.8093
H -4.6930 1.7078 2.8604
H -2.4686 2.5507 3.6417
H -0.4407 1.8652 2.4298


21
Properties=species:S:1:pos:R:3 method="wB97M-V/def2-TZVPD" lumo_ev="-7.810 / -7.767" multiplicity=2 homo_energy_ev="-14.63 / -14.58" total_charge=+1 s2=1.76 fmax_ev_per_a=4.620 orbital_gap_ev="6.823 / 6.809"
C -0.4564 -0.6682 -0.7970
C -0.7791 0.5711 -1.5791
C -0.5261 -0.7255 0.6871
N -1.6984 -1.2948 -0.1773
H 0.1546 -1.4399 -1.2573
H -1.4208 1.2122 -0.9842
H 0.1864 1.0389 -1.8490
H -0.0643 -1.6094 1.1310
H -0.6447 0.1750 1.2791
H -3.9071 1.0477 0.8879
H -1.3249 0.3235 -2.5000
O -2.9643 0.9593 0.6205
H 1.7425 0.2527 1.5613
H -2.4776 -0.5986 0.0240
O 1.5031 1.1816 0.4247
H 2.4195 -0.2436 2.9123
H 3.1693 -0.1370 -1.8673
O 1.8115 -0.5055 2.2174
H 2.0540 0.4203 -0.8737
H 1.7184 2.1018 0.6763
O 2.2277 -0.1038 -1.6860


10
Properties=species:S:1:pos:R:3 method="wB97M-V/def2-TZVPD" lumo_ev=-0.028 multiplicity=1 homo_energy_ev=-9.51 fmax_ev_per_a=0.626 orbital_gap_ev=9.483
N -0.8203 -1.7903 0.8039
C -0.5829 -0.6372 0.1261
N 0.6932 -0.0871 0.4653
C 0.8631 0.9887 -0.1785
C 0.4984 2.0514 -0.8909
O -1.3567 -0.1460 -0.6752
H -0.1956 -2.0766 1.5378
H -1.7351 -2.2053 0.7409
H 1.7754 1.7368 -0.0154
H 0.8605 2.1655 -1.9141


Listing energy above the lowest of the compared OMol25 structures with the same formula, charge and spin for the structures above in their given order: 78.0, 11.5, 151.2, 88.0 kcal/mol.